1.
{"formula": "C21H48BF4N10Zr", "method": "ωB97M-V/def2-TZVPD", "max_force_ev_per_a": 1.711, "lumo_ev": -9.0, "e_homo_ev": -17.1, "total_charge": 3, "total_energy_ev": -50268.3490, "symbols": ["Zr", "C", "N", "C", "C", "N", "C", "C", "N", "C", "C", "N", "C", "N", "C", "C", "N", "C", "C", "C", "C", "N", "C", "N", "C", "C", "N", "C", "C", "N", "C", "C", "H", "H", "H", "H", "H", "H", "H", "H", "H", "H", "H", "H", "H", "H", "H", "H", "H", "H", "H", "H", "H", "H", "H", "H", "H", "H", "H", "H", "H", "H", "H", "H", "H", "H", "H", "H", "H", "H", "H", "H", "H", "H", "H", "H", "H", "H", "H", "H", "F", "B", "F", "F", "F"], "coordinates": [[0.199, -0.387, 0.368], [-2.442, 2.315, -0.807], [-1.088, 2.665, -1.241], [-1.031, 3.281, -2.569], [-0.086, 2.823, -0.342], [0.174, 1.804, 0.515], [0.762, 2.129, 1.837], [0.125, 1.247, 2.902], [0.205, -0.221, 2.558], [-1.066, -0.940, 2.933], [-2.234, -0.565, 2.022], [-1.956, -0.717, 0.562], [-2.980, -1.268, -0.160], [-4.074, -1.809, 0.463], [-4.487, -3.187, 0.192], [-5.069, -0.936, 1.090], [-2.955, -1.284, -1.487], [-4.118, -1.766, -2.261], [-1.840, -0.871, -2.317], [1.451, -0.868, 3.095], [2.675, -0.530, 2.237], [2.315, -0.530, 0.801], [3.199, -0.975, -0.143], [4.165, -1.859, 0.115], [3.998, -2.982, 1.045], [5.449, -1.854, -0.598], [3.060, -0.505, -1.402], [2.381, 0.742, -1.670], [3.340, -1.346, -2.575], [0.609, 3.960, -0.349], [2.007, 4.090, 0.062], [0.008, 5.227, -0.790], [-2.912, 1.665, -1.544], [-2.417, 1.808, 0.152], [-3.046, 3.222, -0.724], [-1.435, 2.567, -3.286], [-1.623, 4.194, -2.626], [0.001, 3.501, -2.835], [1.844, 2.000, 1.829], [0.564, 3.168, 2.110], [0.605, 1.412, 3.868], [-0.927, 1.513, 2.994], [-0.871, -2.009, 2.865], [-1.330, -0.703, 3.967], [-3.053, -1.218, 2.314], [-2.558, 0.462, 2.220], [-3.686, -3.727, -0.309], [-4.679, -3.683, 1.144], [-5.394, -3.234, -0.413], [-4.678, 0.075, 1.199], [-5.968, -0.881, 0.471], [-5.350, -1.311, 2.075], [-5.034, -1.530, -1.730], [-4.118, -1.245, -3.214], [-4.053, -2.837, -2.441], [-1.166, -0.183, -1.793], [-1.265, -1.724, -2.676], [-2.228, -0.313, -3.168], [1.622, -0.534, 4.121], [1.276, -1.942, 3.108], [3.076, 0.450, 2.507], [3.454, -1.245, 2.483], [2.963, -3.061, 1.362], [4.259, -3.896, 0.513], [4.658, -2.884, 1.907], [5.573, -0.922, -1.141], [6.241, -1.933, 0.146], [5.526, -2.700, -1.280], [2.594, 1.446, -0.874], [2.731, 1.151, -2.618], [1.277, 0.661, -1.793], [3.512, -2.370, -2.263], [2.464, -1.328, -3.223], [4.201, -0.978, -3.131], [2.448, 3.120, 0.255], [2.559, 4.569, -0.747], [2.095, 4.709, 0.954], [-1.068, 5.122, -0.881], [0.218, 5.976, -0.029], [0.433, 5.557, -1.737], [1.415, -3.898, -0.723], [0.376, -3.139, -0.438], [0.610, -1.719, -1.175], [-0.858, -3.521, -0.754], [0.427, -2.561, 0.918]], "mulliken_charge": [-1.291, -0.970, 0.577, -1.173, -0.145, 1.835, -0.899, -1.610, 0.526, -1.798, -0.206, 1.067, -0.255, 0.193, -1.085, -0.997, 0.540, -1.111, -0.787, -1.088, -0.808, 1.026, 0.397, 0.182, -1.135, -1.128, 0.289, -1.452, -1.278, 0.164, -0.954, -1.105, 0.320, 0.070, 0.362, 0.309, 0.469, 0.389, 0.289, 0.928, 0.468, 0.272, 0.421, 0.494, 0.642, 0.325, 0.310, 0.375, 0.400, 0.252, 0.396, 0.367, 0.352, 0.421, 0.375, 0.129, 0.237, 0.628, 0.547, 0.242, 0.248, 0.707, 0.307, 0.374, 0.370, 0.357, 0.404, 0.409, 0.396, 0.581, 0.428, 0.426, 0.404, 0.358, 0.219, 0.418, 0.332, 0.363, 0.401, 0.388, -0.223, 0.029, -0.549, -0.243, -0.212]}



2.
{"formula": "C28H41FN4OPrSe2Si", "method": "ωB97M-V/def2-TZVPD", "max_force_ev_per_a": 3.866, "lumo_ev": [-2.7, -2.7], "e_homo_ev": [-10.2, -10.2], "s_squared": 2.007, "total_charge": 1, "total_energy_ev": -193061.0333, "spin_multiplicity": 3, "symbols": ["Pr", "C", "Si", "C", "C", "N", "C", "C", "C", "C", "C", "C", "F", "H", "H", "H", "H", "H", "H", "H", "H", "H", "H", "H", "H", "H", "C", "Se", "C", "C", "Se", "C", "H", "H", "H", "H", "H", "H", "H", "H", "H", "H", "C", "N", "C", "C", "C", "C", "C", "C", "C", "C", "H", "H", "H", "H", "H", "H", "H", "H", "H", "H", "H", "H", "N", "C", "O", "C", "C", "C", "C", "N", "C", "H", "H", "H", "H", "H", "H"], "coordinates": [[0.163, -0.523, 0.290], [2.783, 3.436, 1.152], [1.826, 2.539, -0.239], [2.976, 1.268, -1.084], [1.336, 3.634, -1.659], [0.388, 1.834, 0.582], [-0.321, 2.487, 1.571], [-0.581, 3.878, 1.685], [-1.231, 4.459, 2.730], [-1.737, 3.656, 3.779], [-1.605, 2.284, 3.653], [-0.940, 1.779, 2.583], [-0.821, 0.372, 2.582], [2.871, 2.895, 2.076], [2.466, 4.440, 1.409], [3.832, 3.649, 1.001], [3.762, 1.745, -1.609], [2.393, 0.669, -1.817], [3.407, 0.528, -0.413], [0.663, 2.974, -2.307], [2.172, 3.977, -2.277], [0.681, 4.478, -1.386], [-0.292, 4.565, 1.017], [-1.346, 5.522, 2.860], [-2.389, 4.138, 4.478], [-1.971, 1.574, 4.322], [-2.099, -3.555, 2.878], [-1.401, -3.407, 1.116], [-3.028, -3.099, 0.149], [-3.901, -1.901, 0.462], [-3.153, -0.320, -0.392], [-3.979, 1.168, 0.441], [-3.009, -4.135, 2.892], [-2.383, -2.545, 3.222], [-1.342, -3.938, 3.547], [-3.701, -3.969, 0.378], [-2.872, -3.201, -0.904], [-4.022, -1.697, 1.521], [-4.894, -2.132, 0.022], [-3.927, 1.007, 1.437], [-5.039, 1.280, 0.149], [-3.363, 2.087, 0.239], [1.505, -2.045, 3.000], [2.194, -1.132, 1.968], [2.881, -0.057, 2.669], [3.261, -1.918, 1.299], [2.790, -2.840, 0.195], [3.535, -3.954, -0.172], [3.115, -4.789, -1.180], [1.949, -4.582, -1.889], [1.216, -3.500, -1.452], [1.584, -2.529, -0.447], [2.222, -2.483, 3.690], [1.162, -2.960, 2.393], [0.650, -1.593, 3.571], [3.483, -0.475, 3.500], [2.107, 0.560, 3.112], [3.452, 0.529, 1.942], [3.824, -2.466, 2.066], [3.954, -1.199, 0.860], [4.469, -4.236, 0.359], [3.752, -5.644, -1.300], [1.557, -5.278, -2.627], [0.244, -3.398, -1.944], [-3.015, 2.664, -5.057], [-2.656, 2.146, -3.782], [-3.228, 2.513, -2.770], [-1.617, 1.082, -3.835], [-1.429, 0.211, -4.893], [-0.372, -0.769, -4.878], [0.166, -1.027, -3.621], [-0.078, -0.187, -2.532], [-0.901, 0.819, -2.677], [-3.683, 3.387, -5.192], [-2.422, 2.530, -5.851], [-1.972, 0.352, -5.816], [-0.108, -1.499, -5.666], [1.045, -1.650, -3.417], [-1.014, 1.514, -1.760]], "lowdin_spin": [2.051, 0.000, 0.000, 0.000, 0.000, -0.013, -0.001, -0.001, 0.000, -0.001, 0.000, -0.001, 0.000, 0.000, 0.000, 0.000, 0.000, 0.000, 0.000, 0.000, 0.000, 0.000, 0.000, 0.000, 0.000, 0.000, 0.000, -0.002, 0.000, 0.000, -0.002, 0.000, 0.000, 0.000, 0.000, 0.000, 0.000, 0.000, 0.000, 0.000, 0.000, 0.000, 0.000, -0.004, 0.000, 0.000, -0.002, -0.001, 0.001, -0.001, -0.002, -0.018, 0.000, 0.000, 0.000, 0.000, 0.000, 0.000, 0.000, 0.000, 0.000, 0.000, 0.000, 0.000, 0.000, 0.000, 0.000, 0.000, 0.000, 0.000, 0.000, -0.002, 0.000, 0.000, 0.000, 0.000, 0.000, 0.000, 0.000]}



3.
{"formula": "C3H8INS", "method": "ωB97M-V/def2-TZVPD", "max_force_ev_per_a": 3.699, "lumo_ev": [-0.7, -0.7], "e_homo_ev": [-8.3, -8.3], "total_charge": 0, "total_energy_ev": -23664.6745, "symbols": ["C", "C", "C", "N", "S", "I", "H", "H", "H", "H", "H", "H", "H", "H"], "coordinates": [[2.072, 0.977, -0.811], [-2.155, -1.541, 1.005], [0.492, 0.816, -0.678], [-1.254, -0.746, 0.199], [0.184, -0.366, 0.726], [0.232, 1.209, 2.758], [2.687, 1.755, -0.363], [2.399, -0.043, -0.552], [2.251, 0.986, -1.960], [-2.142, -1.055, 1.964], [-1.778, -2.529, 1.189], [-3.145, -1.589, 0.545], [0.059, 0.258, -1.454], [-0.074, 1.694, -0.640]], "nbo_charge": [-0.644, -0.443, -0.503, -0.771, 0.902, -0.287, 0.239, 0.210, 0.220, 0.206, 0.185, 0.211, 0.239, 0.236]}



4.
{"formula": "C26H29ClN4O3", "method": "ωB97M-V/def2-TZVPD", "max_force_ev_per_a": 3.065, "smiles": "CNC(=O)[C@H](Cc1ccc(O)cc1)NC(C)=O.C/C(=N\\Cc1cccnc1)c1ccc(Cl)cc1", "lumo_ev": 0.1, "e_homo_ev": -8.4, "total_charge": 0, "total_energy_ev": -52058.5195, "symbols": ["O", "O", "Cl", "N", "N", "O", "C", "C", "C", "C", "C", "C", "C", "C", "C", "C", "C", "C", "C", "C", "C", "C", "C", "C", "C", "C", "N", "N", "C", "C", "C", "C", "C", "C", "H", "H", "H", "H", "H", "H", "H", "H", "H", "H", "H", "H", "H", "H", "H", "H", "H", "H", "H", "H", "H", "H", "H", "H", "H", "H", "H", "H", "H"], "coordinates": [[0.684, 2.052, -6.366], [-2.022, 4.770, -2.755], [6.131, -4.120, 2.241], [-0.129, -2.117, 3.865], [-2.620, 0.361, 1.436], [2.637, -1.964, -0.748], [0.213, 2.701, -5.446], [-2.054, 3.763, -3.450], [0.830, -2.505, 4.682], [-3.723, -0.305, 1.062], [-1.914, -0.107, 2.481], [-4.155, -1.462, 1.715], [4.231, -4.154, 4.198], [3.750, -2.793, 2.272], [2.661, 0.105, -1.956], [0.817, -0.433, -0.443], [3.006, -3.788, 4.766], [2.521, -2.428, 2.832], [-3.429, -1.954, 2.799], [2.022, 1.309, -2.309], [0.187, 0.775, -0.792], [4.606, -3.660, 2.949], [2.052, -0.774, -1.035], [2.127, -2.914, 4.093], [-2.283, -1.257, 3.194], [0.779, 1.641, -1.732], [-2.991, 3.687, -4.405], [-0.406, 2.066, -4.449], [0.335, 4.213, -5.472], [0.631, -2.550, 6.181], [-1.453, -1.703, 4.364], [-3.296, 2.566, -5.294], [0.031, 2.891, -2.156], [-1.038, 2.614, -3.233], [2.030, -2.561, -0.309], [-4.297, 0.067, 0.219], [-1.022, 0.433, 2.783], [-5.050, -1.967, 1.371], [4.899, -4.831, 4.722], [4.060, -2.396, 1.310], [3.605, -0.168, -2.402], [0.350, -1.098, 0.269], [2.748, -4.208, 5.733], [1.877, -1.742, 2.287], [-3.747, -2.855, 3.317], [2.475, 1.968, -3.037], [-0.765, 1.033, -0.346], [-3.580, 4.504, -4.466], [-0.374, 1.062, -4.525], [-0.638, 4.660, -5.655], [1.010, 4.493, -6.279], [0.741, 4.577, -4.533], [0.070, -1.682, 6.535], [1.590, -2.546, 6.705], [0.083, -3.456, 6.453], [-1.362, -0.865, 5.063], [-1.941, -2.535, 4.883], [-3.233, 1.619, -4.755], [-2.597, 2.551, -6.133], [-4.309, 2.674, -5.688], [0.741, 3.638, -2.510], [-0.457, 3.302, -1.272], [-1.646, 1.805, -2.830]], "nbo_charge": [-0.634, -0.624, 0.009, -0.427, -0.424, -0.678, 0.672, 0.665, 0.277, 0.022, 0.037, -0.247, -0.237, -0.243, -0.269, -0.255, -0.207, -0.187, -0.175, -0.180, -0.210, -0.013, 0.286, -0.021, -0.045, -0.059, -0.612, -0.621, -0.719, -0.697, -0.280, -0.413, -0.412, -0.132, 0.486, 0.194, 0.200, 0.218, 0.229, 0.247, 0.226, 0.208, 0.218, 0.237, 0.216, 0.216, 0.232, 0.409, 0.416, 0.233, 0.247, 0.226, 0.232, 0.229, 0.235, 0.203, 0.201, 0.200, 0.205, 0.212, 0.213, 0.239, 0.226]}



5.
{"formula": "C30H27FN3O4ReS7Sb", "method": "ωB97M-V/def2-TZVPD", "max_force_ev_per_a": 0.485, "lumo_ev": -9.4, "e_homo_ev": -14.4, "total_charge": 3, "total_energy_ev": -131415.8747, "symbols": ["Re", "F", "C", "C", "C", "C", "O", "C", "C", "N", "C", "C", "C", "C", "C", "C", "N", "C", "C", "N", "C", "C", "C", "O", "O", "H", "H", "H", "H", "H", "H", "H", "H", "H", "H", "H", "H", "H", "H", "H", "H", "H", "H", "S", "Sb", "S", "S", "S", "O", "C", "C", "C", "C", "C", "S", "C", "C", "C", "C", "S", "C", "C", "C", "C", "S", "H", "H", "H", "H", "H", "H", "H", "H", "H"], "coordinates": [[-1.798, -0.133, -2.588], [1.675, -0.682, 3.245], [1.369, 0.449, 2.588], [0.696, 0.376, 1.411], [0.440, 1.556, 0.689], [-0.292, 1.517, -0.546], [-0.709, 0.385, -0.987], [-0.520, 2.734, -1.211], [-0.035, 3.902, -0.657], [0.658, 3.948, 0.473], [1.089, 5.241, 1.000], [2.553, 5.569, 1.006], [1.629, 6.266, 0.053], [0.903, 2.780, 1.194], [1.567, 2.831, 2.427], [1.802, 1.675, 3.152], [2.467, 1.684, 4.369], [2.003, 0.935, 5.522], [3.157, 0.196, 6.174], [4.221, 1.203, 6.535], [4.662, 2.025, 5.351], [3.451, 2.689, 4.708], [-1.253, 2.863, -2.490], [-1.444, 3.895, -3.053], [-1.724, 1.684, -2.984], [0.388, -0.584, 1.020], [-0.219, 4.844, -1.157], [0.470, 5.572, 1.824], [3.223, 4.835, 0.579], [2.939, 6.119, 1.852], [1.722, 6.005, -0.992], [1.356, 7.293, 0.241], [1.870, 3.785, 2.829], [1.230, 0.224, 5.249], [1.556, 1.625, 6.252], [3.614, -0.514, 5.488], [2.858, -0.309, 7.091], [5.029, 0.726, 6.943], [3.862, 1.824, 7.266], [5.143, 1.336, 4.660], [5.386, 2.755, 5.708], [3.792, 3.208, 3.814], [3.037, 3.446, 5.390], [-2.016, -0.338, -6.392], [-3.744, -0.043, -7.834], [-3.144, -0.393, -4.385], [-4.137, 1.365, -4.679], [-5.332, 0.784, -6.249], [-1.839, -1.870, -2.325], [-2.050, -3.343, -2.489], [-3.197, -3.446, -3.450], [-3.117, -3.707, -4.790], [-4.373, -3.590, -5.442], [-5.369, -3.224, -4.585], [-4.809, -3.045, -2.982], [-0.762, -3.876, -3.068], [-0.438, -5.195, -3.156], [0.818, -5.406, -3.786], [1.416, -4.243, -4.152], [0.463, -2.881, -3.748], [-2.333, -3.878, -1.117], [-3.189, -4.886, -0.785], [-3.092, -5.258, 0.583], [-2.161, -4.530, 1.251], [-1.372, -3.406, 0.231], [-2.196, -3.993, -5.277], [-4.537, -3.819, -6.485], [-6.419, -3.108, -4.802], [-1.068, -5.990, -2.782], [1.254, -6.380, -3.952], [2.369, -4.107, -4.639], [-3.851, -5.364, -1.492], [-3.694, -6.025, 1.045], [-1.902, -4.586, 2.296]], "mulliken_charge": [0.979, -0.340, 0.083, -0.970, 0.590, 2.178, -0.898, -0.706, -0.403, 0.262, -0.373, -0.349, -0.991, -0.043, -0.922, -0.565, 0.273, -0.635, -0.695, -0.135, -0.949, -0.648, 0.238, -0.580, -0.269, 0.718, 0.769, 0.447, 0.226, 0.311, 0.360, 0.273, 0.838, 0.444, 0.280, 0.420, 0.370, 0.357, 0.399, 0.373, 0.425, 0.493, 0.351, -0.127, 0.920, 0.050, 0.184, -0.183, -0.080, 2.547, -0.915, -0.158, -0.940, -0.618, 0.078, -0.864, -0.183, -0.717, -0.526, -0.107, -0.376, -0.426, -0.812, -0.451, -0.109, 0.603, 0.624, 0.538, 0.569, 0.449, 0.485, 0.624, 0.460, 0.472]}



6.
{"formula": "C2H3N3O", "method": "ωB97M-V/def2-TZVPD", "max_force_ev_per_a": 6.945, "smiles": "[H]/N=c1/nco[nH]1", "lumo_ev": 0.6, "e_homo_ev": -9.0, "total_charge": 0, "total_energy_ev": -8636.4727, "symbols": ["C", "C", "H", "H", "H", "N", "N", "N", "O"], "coordinates": [[0.725, 0.123, -0.085], [-0.938, 0.169, 1.168], [2.192, -0.446, -1.191], [-1.390, 0.230, 2.065], [-0.732, -0.360, -1.942], [1.883, 0.300, -0.429], [0.354, 0.544, 1.123], [-0.528, -0.312, -0.842], [-1.567, -0.248, 0.133]], "nbo_charge": [0.502, 0.402, 0.339, 0.187, 0.441, -0.689, -0.478, -0.430, -0.273]}



What did the sixth record say?
{"formula": "C2H3N3O", "method": "ωB97M-V/def2-TZVPD", "max_force_ev_per_a": 6.945, "smiles": "[H]/N=c1/nco[nH]1", "lumo_ev": 0.6, "e_homo_ev": -9.0, "total_charge": 0, "total_energy_ev": -8636.4727, "symbols": ["C", "C", "H", "H", "H", "N", "N", "N", "O"], "coordinates": [[0.725, 0.123, -0.085], [-0.938, 0.169, 1.168], [2.192, -0.446, -1.191], [-1.390, 0.230, 2.065], [-0.732, -0.360, -1.942], [1.883, 0.300, -0.429], [0.354, 0.544, 1.123], [-0.528, -0.312, -0.842], [-1.567, -0.248, 0.133]], "nbo_charge": [0.502, 0.402, 0.339, 0.187, 0.441, -0.689, -0.478, -0.430, -0.273]}